ORCA calculation (ωB97M-V/def2-TZVPD) on a cluster of 11 separate species, C44H78F12O22 in total in a non-equilibrium geometry.

Each line ends with the Mulliken charge.
Cartesian coordinates (Å):
C 25.44 -20.23 14.08  -0.8721
O 25.05 -21.57 14.31  0.1735
C 25.93 -22.21 15.26  -0.6235
C 26.15 -23.68 14.80  -0.1504
O 26.72 -23.76 13.51  -0.3994
C 26.78 -25.18 13.11  -0.4951
H 25.59 -19.68 15.01  0.4627
H 24.56 -19.73 13.69  -0.1403
H 26.28 -20.15 13.39  0.3979
H 25.39 -22.23 16.21  0.0319
H 26.93 -21.78 15.27  0.5809
H 25.17 -24.17 14.78  0.0610
H 26.70 -24.29 15.52  0.4810
H 25.90 -25.34 12.48  -0.0663
H 26.71 -25.84 13.98  0.3657
H 27.71 -25.22 12.54  0.2943
C 21.15 -20.14 17.51  -0.7255
O 21.49 -21.45 17.35  -0.4815
C 22.57 -21.69 16.51  -0.3029
C 22.43 -23.04 15.68  -0.1980
O 23.35 -24.10 16.11  -0.3748
C 23.19 -24.47 17.44  -0.9822
H 22.03 -19.55 17.75  0.2975
H 20.32 -20.03 18.21  0.3532
H 20.73 -19.77 16.56  0.2466
H 23.41 -21.48 17.18  0.4560
H 22.87 -20.92 15.79  0.2738
H 22.60 -23.05 14.61  0.2305
H 21.37 -23.26 15.69  0.2440
H 23.28 -25.53 17.21  0.3258
H 22.17 -24.39 17.83  0.3244
H 23.96 -24.04 18.08  0.2445
C 23.99 -13.35 5.75  -1.0441
O 23.83 -13.58 7.08  -0.0377
C 22.93 -12.70 7.72  -0.3956
C 22.83 -12.75 9.25  -0.7986
O 22.52 -14.05 9.82  -0.4143
C 23.61 -14.92 9.98  -0.3821
H 23.19 -13.86 5.23  0.3363
H 24.87 -13.80 5.31  0.3231
H 24.03 -12.29 5.48  0.3635
H 21.94 -12.97 7.35  0.3387
H 23.22 -11.67 7.52  0.3163
H 22.06 -12.06 9.58  0.3926
H 23.69 -12.34 9.78  0.3966
H 24.26 -15.12 9.13  0.1571
H 23.00 -15.73 10.37  -0.0144
H 24.31 -14.52 10.71  0.4553
C 21.46 -17.05 7.16  -0.4993
O 22.25 -18.22 7.20  -0.1123
C 23.66 -18.15 7.51  -0.1896
C 24.36 -19.54 7.09  -0.8873
O 23.80 -20.65 7.86  -0.0047
C 24.58 -21.83 7.65  -0.7165
H 22.23 -16.33 6.90  0.0698
H 20.96 -16.78 8.09  0.2277
H 20.67 -17.08 6.40  0.2276
H 23.76 -17.95 8.58  0.1054
H 24.14 -17.34 6.98  0.2876
H 25.42 -19.42 7.35  0.3363
H 24.42 -19.77 6.03  0.4410
H 24.29 -22.55 8.41  0.0447
H 25.65 -21.66 7.77  0.3304
H 24.53 -22.29 6.66  0.2838
O 25.60 -16.66 16.22  -0.6645
C 24.36 -16.46 16.32  0.3278
O 23.90 -15.22 16.32  -0.3620
C 22.47 -15.20 16.46  -0.4838
C 22.14 -16.59 16.98  -0.6359
C 23.21 -17.37 16.40  0.7454
H 21.96 -15.11 15.50  0.2132
H 22.20 -14.36 17.10  0.3601
H 21.14 -16.92 16.68  0.3705
H 22.10 -16.45 18.06  0.3095
H 23.01 -17.57 15.34  -0.3168
H 23.32 -18.32 16.93  0.1222
O 19.00 -18.77 5.15  -0.6736
C 19.67 -19.79 5.35  0.4252
O 20.50 -20.25 4.39  -0.4059
C 21.26 -21.46 4.82  -0.1360
C 20.31 -21.94 6.01  -0.2566
C 19.77 -20.71 6.57  0.6371
H 22.26 -21.18 5.16  -0.1209
H 21.38 -22.14 3.97  0.3836
H 20.77 -22.51 6.82  -0.0569
H 19.54 -22.42 5.40  0.3959
H 20.54 -20.44 7.29  -0.6740
H 18.74 -20.75 6.94  0.3801
O 22.10 -19.20 13.76  -0.5298
C 21.67 -19.64 12.63  -0.1625
O 20.66 -20.60 12.62  -0.1729
C 20.32 -20.95 11.28  0.3996
C 20.77 -19.70 10.52  0.8138
C 22.02 -19.30 11.21  0.5247
H 19.28 -21.25 11.34  0.1460
H 20.95 -21.75 10.89  -0.3616
H 19.98 -18.95 10.40  0.3682
H 20.99 -20.05 9.51  -0.7105
H 22.32 -18.25 11.14  -0.3767
H 22.99 -19.72 10.93  0.0504
C 23.10 -25.99 12.73  -1.2921
C 22.80 -25.01 11.61  0.7514
O 22.44 -25.59 10.41  -0.4168
C 22.00 -24.80 9.36  0.3120
O 22.15 -23.60 9.37  -0.2457
C 21.56 -25.64 8.15  0.6985
F 20.67 -25.01 7.38  -0.1658
F 22.67 -25.87 7.45  -0.2818
F 21.16 -26.78 8.45  -0.2324
H 24.11 -26.39 12.78  0.3761
H 22.47 -26.88 12.66  0.4056
H 22.91 -25.52 13.69  0.1260
H 23.71 -24.43 11.46  0.1557
H 22.03 -24.34 11.98  -0.1478
C 27.38 -14.80 7.16  -0.8898
C 27.29 -16.37 7.33  -0.3384
O 26.77 -16.54 8.61  -0.0814
C 26.92 -17.69 9.28  0.4566
O 27.65 -18.61 8.93  -0.5976
C 26.33 -17.66 10.74  0.7627
F 26.48 -16.45 11.32  -0.2625
F 25.01 -17.95 10.77  -0.2014
F 26.96 -18.61 11.49  -0.2207
H 26.42 -14.35 6.92  -0.0452
H 28.05 -14.57 6.33  0.4373
H 27.79 -14.27 8.02  0.3032
H 28.27 -16.82 7.19  0.4045
H 26.75 -16.94 6.57  0.3160
C 17.55 -26.51 11.98  -1.1318
C 17.84 -26.09 10.53  0.2802
O 16.71 -25.39 10.06  -0.3044
C 16.80 -24.09 9.78  0.3839
O 17.84 -23.37 9.88  -0.4262
C 15.40 -23.61 9.26  0.8082
F 15.34 -22.32 9.62  -0.2269
F 15.44 -23.56 7.97  -0.2506
F 14.35 -24.33 9.61  -0.2328
H 18.58 -26.62 12.32  0.2783
H 16.88 -27.33 12.22  0.4315
H 17.18 -25.66 12.55  0.2008
H 18.12 -26.94 9.90  0.4354
H 18.77 -25.53 10.54  -0.1862
C 19.12 -24.43 13.98  -0.3150
C 18.00 -24.06 15.03  -0.6111
O 16.88 -23.32 14.44  -0.3750
C 17.05 -21.95 14.15  0.4650
O 17.95 -21.19 14.63  -0.5158
C 16.10 -21.29 13.14  0.8607
F 15.40 -22.08 12.45  -0.2438
F 15.17 -20.53 13.78  -0.3053
F 16.76 -20.39 12.39  -0.2021
H 18.79 -24.38 12.94  -0.0067
H 19.65 -25.39 14.02  0.5627
H 19.96 -23.74 14.02  -0.1141
H 18.42 -23.43 15.82  0.4990
H 17.50 -24.90 15.49  0.3127

Summary:
* orbital gap: 9.53 eV
* LUMO energy: 0.29 eV
* HOMO level: -0.3396 hartree
* DFT total energy: -4576.6971 hartree
* SMILES: CCOC(=O)C(F)(F)F.CCOC(=O)C(F)(F)F.CCOC(=O)C(F)(F)F.CCOC(=O)C(F)(F)F.O=C1CCCO1.O=C1CCCO1.O=C1CCCO1.COCCOC.COCCOC.COCCOC.COCCOC

ORCA calculation (ωB97M-V/def2-TZVPD) on a cluster of 6 separate species, C44H79BFNO22P in total in a non-equilibrium geometry.

Each line ends with the Mulliken charge.
Cartesian coordinates (Å):
C 2.77 -3.98 -0.28  -0.4133
C 2.95 -3.84 -1.87  -0.3669
O 1.69 -3.60 -2.57  -0.2465
C 1.96 -2.51 -3.50  -0.2039
C 0.79 -2.25 -4.56  -0.6882
O -0.52 -2.61 -4.11  -0.0569
C -1.50 -1.57 -4.40  -0.7121
B -2.84 -1.61 -3.40  1.3029
N -3.99 -1.66 -4.42  -1.0724
O -2.77 -2.72 -2.41  -0.4855
C -3.49 -2.43 -1.20  1.4007
C -5.03 -2.80 -1.64  -1.0017
C -5.13 -4.21 -2.39  0.1234
F -6.54 -4.34 -2.81  -0.4238
C -3.30 -3.35 0.10  -0.8700
C -1.79 -3.65 0.53  0.2395
O -0.92 -4.10 -0.54  0.6060
C -1.17 -5.45 -0.90  0.2199
O -1.55 -5.68 -2.08  -0.5687
C -0.96 -6.73 0.04  -0.6380
C 0.43 -6.73 0.87  -0.5765
C -3.13 -0.83 -1.09  0.3920
C -2.05 -0.36 0.01  -0.7704
C -0.53 -0.62 -0.41  -0.1599
O -0.15 -1.30 -1.40  0.1504
C 0.68 -0.02 0.50  -0.0235
C 1.16 -0.86 1.74  -0.1464
C 2.36 -0.34 2.62  -0.7257
C 3.03 1.01 2.18  -0.4864
C 2.53 1.83 0.96  -0.7735
C 1.33 1.32 0.09  -0.5459
P -4.62 0.33 -0.63  0.0390
C -5.64 0.77 -2.16  -0.9007
C -5.67 -0.42 0.76  -0.8573
O -2.89 -0.43 -2.47  -0.4972
H 3.29 -4.94 0.11  0.3474
H 1.68 -4.03 0.07  -0.2158
H 3.28 -3.12 0.30  0.2216
H 3.48 -4.80 -2.23  0.2429
H 3.68 -2.96 -2.03  0.2896
H 2.19 -1.57 -2.87  -0.0091
H 2.93 -2.76 -4.07  0.4936
H 0.88 -1.14 -4.88  0.2433
H 1.01 -2.87 -5.51  0.2842
H -1.09 -0.50 -4.32  0.0032
H -1.87 -1.68 -5.50  0.1899
H -3.91 -2.48 -5.03  0.1710
H -3.89 -0.78 -4.97  0.1899
H -5.62 -2.91 -0.65  0.4404
H -5.53 -1.98 -2.25  0.0679
H -4.52 -4.30 -3.34  0.0678
H -4.98 -5.08 -1.65  0.1535
H -3.78 -2.78 0.98  -0.0042
H -3.89 -4.35 0.05  0.2653
H -1.31 -2.77 1.11  -0.6631
H -1.83 -4.51 1.30  0.3463
H -1.10 -7.67 -0.57  0.3703
H -1.80 -6.68 0.84  0.1981
H 0.29 -6.30 1.93  0.0886
H 1.31 -6.26 0.31  0.0592
H 0.69 -7.84 1.04  0.3395
H -2.36 -0.86 1.00  0.0138
H -2.19 0.77 0.17  0.4693
H 0.61 -1.85 1.96  0.4072
H 2.72 -0.97 3.50  0.3988
H 3.92 1.37 2.79  0.2947
H 3.05 2.80 0.66  0.5033
H 0.96 1.90 -0.83  0.6277
H -6.20 1.77 -2.03  0.3850
H -6.47 -0.02 -2.32  0.3361
H -5.05 0.84 -3.13  0.2296
H -6.14 0.47 1.32  0.4215
H -6.54 -1.06 0.37  0.2206
H -5.02 -0.98 1.53  0.1267
C 6.74 5.85 -4.14  -1.2570
C 5.92 6.06 -2.89  0.2171
O 4.72 5.27 -2.91  -0.3447
C 4.90 3.96 -2.67  0.6800
O 5.95 3.41 -2.42  -0.5738
O 3.70 3.36 -2.76  -0.2284
C 3.75 1.94 -2.63  -0.5255
H 6.14 6.04 -5.04  0.2983
H 7.61 6.52 -4.15  0.3959
H 7.10 4.82 -4.22  0.3212
H 5.60 7.11 -2.84  0.3059
H 6.50 5.86 -1.98  0.0010
H 4.26 1.65 -1.70  0.3334
H 4.25 1.50 -3.49  0.3756
H 2.73 1.56 -2.59  -0.0142
C -1.26 1.83 4.51  -1.2979
C -0.49 0.59 4.93  0.3464
O -1.11 -0.02 6.07  -0.3895
C -2.23 -0.72 5.82  0.7517
O -2.74 -0.86 4.73  -0.5085
O -2.70 -1.20 6.98  -0.3619
C -3.95 -1.87 6.87  -0.5861
H -1.37 2.52 5.35  0.3430
H -0.74 2.34 3.69  0.4080
H -2.26 1.58 4.16  0.2887
H 0.52 0.88 5.24  0.3258
H -0.38 -0.12 4.12  -0.0499
H -3.92 -2.66 6.11  0.2207
H -4.74 -1.14 6.63  0.2989
H -4.19 -2.32 7.83  0.2262
C 6.33 11.43 1.82  -1.0960
C 5.30 10.89 0.85  -0.1857
O 5.74 9.67 0.25  -0.3354
C 5.68 8.58 1.04  0.7215
O 5.29 8.55 2.18  -0.5594
O 6.16 7.54 0.34  -0.2546
C 6.25 6.33 1.09  -0.6432
H 7.30 11.54 1.33  0.2880
H 6.02 12.41 2.21  0.3573
H 6.48 10.76 2.67  0.3139
H 5.16 11.61 0.04  0.2879
H 4.33 10.75 1.33  0.3106
H 5.30 6.08 1.55  0.3105
H 7.03 6.43 1.85  0.3057
H 6.53 5.53 0.41  0.1931
C -0.47 -4.10 6.76  -1.1487
C -1.50 -4.65 5.79  0.0050
O -1.06 -5.88 5.20  -0.2677
C -1.13 -6.96 5.99  0.6674
O -1.53 -6.99 7.13  -0.5712
O -0.65 -8.01 5.30  -0.2962
C -0.57 -9.21 6.06  -0.6738
H 0.50 -4.00 6.27  0.2907
H -0.77 -3.13 7.15  0.3190
H -0.32 -4.78 7.61  0.3534
H -1.64 -3.94 4.98  0.2126
H -2.48 -4.78 6.27  0.2771
H -1.52 -9.46 6.52  0.2959
H 0.21 -9.11 6.82  0.2965
H -0.29 -10.02 5.39  0.2193
C -0.99 4.56 -6.78  -1.0745
C -2.11 5.35 -6.11  -0.1626
O -2.93 4.50 -5.31  -0.3820
C -2.39 4.12 -4.13  0.7069
O -1.30 4.43 -3.71  -0.5757
O -3.27 3.31 -3.52  -0.2934
C -2.77 2.74 -2.30  -0.0538
H -1.41 3.72 -7.35  0.2872
H -0.42 5.20 -7.46  0.3617
H -0.31 4.14 -6.05  0.2831
H -2.76 5.78 -6.88  0.2941
H -1.71 6.18 -5.52  0.2958
H -2.42 3.51 -1.62  0.4559
H -1.97 2.03 -2.52  0.1706
H -3.59 2.20 -1.83  -0.1852

Summary:
* orbital gap: 6.12 eV
* LUMO energy: 1.85 eV
* HOMO level: -0.1568 hartree
* DFT total energy: -3899.8768 hartree
* total charge: -1